Formula: C31H45N5O4SeTc
Source: OMol25
Level of theory: ωB97M-V/def2-TZVPD

The geometry in XYZ format:
```
87
C31H45N5O4SeTc | OMol25 | ωB97M-V/def2-TZVPD
Tc -1.42 -0.40 1.89
C -4.02 -0.62 4.10
O -3.81 -1.74 3.21
C -2.83 -1.74 2.36
C -2.78 -3.02 1.60
H -5.09 -0.56 4.26
H -3.65 0.30 3.66
H -3.53 -0.84 5.04
H -3.51 -3.74 1.98
H -1.78 -3.45 1.65
H -3.00 -2.82 0.54
C -4.53 4.08 -1.18
N -3.79 3.71 0.02
N -3.42 2.42 0.31
C -2.87 2.40 1.55
O -2.41 1.33 2.08
C -2.88 3.71 2.04
C -3.46 4.49 1.06
C -3.75 5.95 1.06
C -3.62 1.30 -0.56
C -4.36 0.23 -0.09
C -4.58 -0.86 -0.93
C -4.07 -0.86 -2.22
C -3.32 0.22 -2.67
C -3.08 1.30 -1.84
H -5.05 3.22 -1.57
H -3.86 4.48 -1.95
H -5.26 4.84 -0.92
H -2.52 4.04 3.00
H -3.25 6.43 1.90
H -4.82 6.14 1.15
H -3.41 6.43 0.14
H -4.81 0.26 0.89
H -5.17 -1.70 -0.58
H -4.26 -1.69 -2.88
H -2.92 0.23 -3.68
H -2.48 2.14 -2.17
N 1.87 0.13 3.70
C 1.14 -1.14 4.04
C 1.07 -1.97 2.75
O 2.04 -2.63 2.47
O -0.02 -1.87 2.06
H 1.74 0.86 4.41
H 1.55 0.50 2.79
H 2.87 -0.06 3.63
H 0.15 -0.89 4.43
H 1.72 -1.68 4.78
C 0.71 -2.94 -4.13
C 0.91 -1.55 -3.54
C -0.08 -1.21 -2.43
C 0.20 -1.88 -1.08
N 1.50 -1.50 -0.53
C 1.80 -0.31 0.00
Se 0.58 1.01 0.57
N 3.14 -0.22 0.14
C 3.88 0.98 0.52
C 4.06 1.96 -0.63
C 4.93 1.44 -1.78
C 6.42 1.47 -1.45
C 3.72 -1.41 -0.30
C 5.05 -1.84 -0.33
C 5.28 -3.12 -0.78
C 4.22 -3.96 -1.18
C 2.91 -3.53 -1.15
C 2.69 -2.23 -0.71
H 1.50 -3.19 -4.84
H -0.25 -3.01 -4.65
H 0.71 -3.72 -3.35
H 0.80 -0.81 -4.34
H 1.94 -1.44 -3.18
H -1.08 -1.53 -2.74
H -0.13 -0.13 -2.27
H 0.19 -2.96 -1.16
H -0.57 -1.59 -0.37
H 4.84 0.66 0.94
H 3.32 1.48 1.31
H 4.51 2.87 -0.22
H 3.07 2.24 -1.00
H 4.75 2.06 -2.66
H 4.63 0.43 -2.05
H 6.77 2.50 -1.31
H 7.01 1.03 -2.26
H 6.66 0.92 -0.54
H 5.86 -1.20 -0.01
H 6.29 -3.49 -0.83
H 4.44 -4.97 -1.50
H 2.10 -4.19 -1.43
```

Its lowest unoccupied orbital energy (alpha / beta) is -4.90 / -5.79 eV. Its energy above the lowest of the compared OMol25 structures with the same formula, charge and spin is 23.5 kcal/mol. The total charge is +2. The calculation puts the orbital gap (alpha / beta) at 8.28 / 7.06 eV. The total energy comes out at -4264.74498 Ha. As for the spin multiplicity: 4.